DFT (ωB97M-V/def2-TZVPD) results for a 6-piece molecular cluster, C9H28ClO9 overall.

Each line ends with the Mulliken charge.
Cartesian coordinates (Å):
Cl 0.88 1.39 1.27  1.669
O 0.42 2.73 1.13  -0.671
O 0.46 -3.09 -1.55  -0.506
O 4.93 4.61 3.16  -0.492
O 1.63 1.42 2.50  -0.673
O -2.02 -4.52 1.71  -0.542
O -0.10 0.37 1.29  -0.624
O 1.48 3.09 -3.97  -0.566
O -4.58 2.80 2.38  -0.497
O 1.77 1.16 0.15  -0.694
C -0.31 4.02 -5.33  -1.253
C -0.26 1.57 -4.69  -1.144
C 0.11 2.98 -4.21  0.383
C -5.07 2.21 1.19  -0.563
C -1.26 -5.30 2.58  0.506
C -2.26 -6.40 2.94  -1.384
C -1.04 -4.42 3.76  -1.248
C 6.03 4.72 2.26  -0.541
C 1.74 -3.57 -1.41  -0.510
H -0.24 5.01 -4.88  0.296
H -2.20 -6.82 3.94  0.377
H 0.40 -2.19 -1.22  0.323
H 4.35 3.99 2.71  0.339
H 1.94 -3.95 -0.40  0.209
H -0.38 3.15 -3.25  0.316
H -1.34 1.50 -4.69  0.309
H 1.64 2.55 -3.19  0.329
H -0.44 -3.53 3.54  0.341
H 5.69 4.42 1.27  0.240
H 6.88 4.07 2.47  0.231
H 6.35 5.76 2.14  0.221
H 2.45 -2.78 -1.64  0.246
H -6.11 2.47 0.99  0.247
H 0.42 3.91 -6.13  0.340
H -2.00 -4.17 4.20  0.289
H -3.23 -5.93 3.13  0.368
H -2.37 -7.15 2.16  0.282
H -4.52 2.59 0.33  0.234
H 0.13 0.77 -4.06  0.349
H 1.88 -4.39 -2.12  0.236
H -0.38 -4.91 4.47  0.339
H -1.30 4.03 -5.78  0.356
H -3.63 2.79 2.25  0.326
H -4.96 1.13 1.10  0.253
H -1.38 -4.08 1.14  0.307
H -0.32 -5.43 2.04  0.364
H 0.10 1.43 -5.71  0.284

The value obtained for the energy above the lowest of the compared OMol25 structures with the same formula, charge and spin is 2.225 eV. Its total charge is -1.



DFT (ωB97M-V/def2-TZVPD) results for a 7-piece molecular cluster, C9H28N2O8PS2 overall.

Each line ends with the Mulliken charge.
Cartesian coordinates (Å):
S 2.32 -4.73 -3.50  -0.278
S 1.17 -1.13 0.98  -0.518
P -0.43 -2.02 0.24  0.197
O -1.19 1.30 2.21  -0.435
O 1.40 0.36 -1.96  -0.368
O -3.80 2.42 6.73  -0.476
O 3.88 0.19 -3.41  -0.427
O 1.47 -0.64 -4.97  -0.267
O -2.70 -4.76 0.08  -0.717
O -1.06 4.04 5.02  -0.528
O -0.55 -5.75 0.02  -0.670
N -0.53 -4.79 -2.78  -0.541
N 0.17 -3.06 -1.08  -0.368
C -0.43 2.90 5.59  -0.556
C 0.68 -4.57 -3.18  0.345
C 0.36 -0.77 -5.84  -0.716
C 1.23 1.68 -2.44  -0.508
C 4.08 1.14 -4.45  -0.661
C -1.42 -4.90 -0.42  0.263
C -1.35 2.62 1.73  -0.599
C -0.92 -3.92 -1.62  0.476
C -3.17 1.28 7.30  -0.492
H 0.40 2.15 -1.90  0.172
H -1.09 -2.77 1.28  0.153
H 4.75 -0.16 -3.18  0.246
H 2.14 2.25 -2.27  0.256
H -0.44 3.19 1.90  0.241
H 4.53 0.65 -5.31  0.307
H 2.25 -0.91 -5.47  0.211
H 0.61 2.88 5.27  0.301
H -0.55 -0.47 -5.31  0.220
H -1.30 -0.98 -0.22  0.087
H -3.67 0.37 6.96  0.273
H -1.98 4.03 5.32  0.290
H -1.79 -3.25 -2.00  0.292
H -0.93 1.99 5.25  0.172
H -3.21 1.34 8.39  0.268
H -1.59 2.60 0.66  0.292
H 0.92 -3.61 -0.62  0.338
H 4.72 1.95 -4.09  0.309
H 0.26 -1.81 -6.16  0.292
H -0.45 0.90 1.72  0.186
H -0.47 2.96 6.68  0.304
H 3.11 1.56 -4.73  0.248
H -2.13 1.25 6.98  0.162
H -2.18 3.09 2.26  0.245
H 0.99 1.65 -3.51  0.125
H 0.49 -0.12 -6.71  0.296
H 2.13 -0.03 -2.45  0.278
H -4.72 2.41 7.03  0.277

Its total charge is -1.



DFT (ωB97M-V/def2-TZVPD) results for a 5-piece molecular cluster, C9H28O5S4 overall.

Each line ends with the Mulliken charge.
Cartesian coordinates (Å):
S 20.58 -8.38 -34.51  0.453
S 22.43 -11.03 -29.51  0.480
S 17.65 -9.02 -29.29  0.555
S 23.16 -10.54 -24.43  0.518
O 22.43 -5.80 -28.92  -0.527
O 18.18 -8.46 -30.57  -0.514
O 23.21 -9.70 -23.16  -0.629
O 21.86 -12.44 -29.18  -0.658
O 22.07 -8.39 -34.65  -0.607
C 21.06 -9.88 -29.51  -0.794
C 22.43 -6.53 -27.78  -0.422
C 17.41 -7.58 -28.09  -0.864
C 20.15 -7.39 -32.94  -0.658
C 22.84 -11.03 -31.31  -0.666
C 22.76 -12.25 -23.95  -0.865
C 21.44 -10.16 -25.11  -1.042
C 19.88 -10.02 -34.20  -0.415
C 15.85 -9.41 -29.66  -1.081
H 23.38 -10.11 -31.55  0.359
H 15.30 -8.56 -30.08  0.324
H 21.76 -12.24 -23.52  0.267
H 16.77 -6.86 -28.60  0.323
H 21.35 -9.09 -25.32  0.315
H 21.14 -10.73 -25.99  0.345
H 23.49 -11.89 -31.45  0.376
H 21.31 -8.84 -29.76  0.257
H 20.74 -10.37 -24.31  0.410
H 20.69 -9.99 -28.49  0.202
H 16.82 -7.96 -27.25  0.374
H 19.79 -10.56 -35.14  0.335
H 18.89 -9.75 -33.85  0.285
H 23.51 -12.49 -23.19  0.334
H 20.53 -10.58 -33.53  -0.062
H 15.85 -10.28 -30.33  0.328
H 23.14 -6.01 -27.13  0.323
H 22.78 -7.54 -27.96  0.125
H 22.87 -12.97 -24.75  0.336
H 20.54 -7.59 -31.95  0.090
H 20.25 -6.30 -32.94  0.403
H 20.19 -10.30 -30.01  0.454
H 19.07 -7.57 -32.89  0.239
H 21.98 -11.20 -31.95  -0.093
H 21.56 -5.46 -29.11  0.317
H 15.34 -9.77 -28.77  0.399
H 21.42 -6.44 -27.39  0.189
H 18.35 -7.09 -27.83  0.184

The value obtained for the energy above the lowest of the compared OMol25 structures with the same formula, charge and spin is 1.481 eV.



DFT (ωB97M-V/def2-TZVPD) results for a 2-piece molecular cluster, C9H29B2NO5P3 overall.

Each line ends with the Mulliken charge.
Cartesian coordinates (Å):
P 1.61 -1.30 2.95  0.813
P 0.29 2.76 4.32  0.147
P 2.58 0.50 3.63  -0.336
O 1.65 3.52 1.02  -0.604
O 1.46 -1.33 1.33  -0.403
O -2.68 -0.80 -2.68  -0.429
O 2.28 -2.50 3.45  -0.651
O 0.09 -1.10 3.46  -0.517
N 0.02 -1.63 -3.74  -0.007
C -1.40 2.03 4.32  -0.938
C -2.53 -1.94 -3.49  -0.612
C -1.24 1.59 0.50  -1.044
C 0.28 1.61 0.25  0.304
C 1.27 -2.43 -3.56  -0.887
C -1.14 -2.51 -3.32  -0.533
C 0.97 2.38 5.99  -1.087
C -0.10 -1.25 -5.18  -0.924
C 0.14 -0.39 -2.91  -1.144
B 1.28 1.83 3.01  0.111
B 1.08 2.33 1.40  0.392
H 0.79 -0.70 -5.47  0.401
H 1.37 -2.69 -2.50  0.358
H -3.52 -0.38 -2.87  0.310
H -0.18 -2.16 -5.78  0.353
H -1.87 2.21 3.35  0.281
H -1.79 1.39 -0.42  0.301
H -1.59 2.55 0.87  0.367
H 1.34 -2.25 1.08  0.286
H -1.99 2.55 5.08  0.408
H 1.94 1.89 5.89  0.288
H -2.75 -1.73 -4.54  0.407
H -0.64 0.31 -3.20  0.379
H 3.57 0.51 2.62  0.000
H 1.21 -3.34 -4.16  0.414
H -0.97 -0.63 -5.32  0.395
H -1.52 0.82 1.22  0.192
H -0.57 -1.16 2.76  0.334
H 0.49 2.15 -0.68  0.290
H 1.12 0.05 -3.10  0.480
H -1.38 0.97 4.53  0.262
H 2.02 4.04 1.74  0.299
H 0.65 0.59 0.11  -0.169
H -3.21 -2.74 -3.17  0.371
H 0.04 -0.64 -1.86  0.454
H 0.33 1.71 6.57  0.342
H 2.12 -1.83 -3.87  0.399
H -0.96 -2.75 -2.27  0.385
H 1.10 3.30 6.54  0.360
H -1.06 -3.42 -3.91  0.404

Its total charge is +1.



DFT (ωB97M-V/def2-TZVPD) results for a 5-piece molecular cluster, C9H29O5 overall.

Each line ends with the Mulliken charge.
Cartesian coordinates (Å):
O 2.85 -3.31 -1.09  -0.507
O 1.07 2.55 3.77  -0.518
O 2.16 1.07 -0.31  -0.345
O 0.06 2.72 -3.98  -0.513
O -2.76 -0.96 0.21  -0.560
C 1.70 1.98 -5.61  -1.000
C -0.51 4.10 2.90  -0.962
C 3.32 -4.31 -0.15  -0.184
C -3.19 -1.74 1.27  0.419
C -4.42 -1.06 1.79  -1.368
C -0.11 3.26 4.12  -0.248
C 3.53 -3.54 1.19  -1.078
C 0.40 2.76 -5.33  -0.223
C -3.54 -3.14 0.80  -1.207
H 1.27 2.11 4.60  0.298
H 2.52 2.52 -5.13  0.261
H 0.30 4.61 2.38  0.297
H -4.37 0.03 1.78  0.381
H 1.93 1.85 -6.67  0.343
H -4.63 -1.35 2.83  0.382
H -1.33 4.75 3.19  0.330
H 2.39 0.14 -0.38  0.439
H 1.65 0.99 -5.16  0.254
H 0.53 3.76 -5.76  0.290
H 1.46 1.36 -0.89  0.436
H -2.60 -3.59 0.46  0.311
H -2.36 -1.68 1.98  0.275
H 0.16 3.78 5.04  0.317
H -0.89 3.39 2.16  0.203
H -0.42 2.36 -5.93  0.294
H 2.90 -3.81 -1.90  0.295
H -0.74 3.23 -3.85  0.300
H 2.05 1.35 0.61  0.445
H 3.81 -4.26 1.97  0.356
H -3.52 -0.78 -0.35  0.344
H -4.04 -3.69 1.59  0.357
H 4.33 -2.80 1.13  0.284
H 4.28 -4.73 -0.43  0.301
H 2.63 -3.04 1.53  0.256
H -4.17 -3.14 -0.09  0.316
H 2.55 -5.07 -0.01  0.284
H -5.32 -1.28 1.22  0.350
H -0.93 2.62 4.47  0.291

Its total charge is +1.



DFT (ωB97M-V/def2-TZVPD) results for C9H31AlBrClO3Si3 as an isolated structure.

Each line ends with the Mulliken charge.
Cartesian coordinates (Å):
Br -0.74 -0.07 2.15  -0.408
Cl 0.81 -4.19 -0.85  -0.298
Si 0.77 -2.22 1.25  -0.002
Si -0.19 -1.24 -0.67  0.803
Si 2.83 -1.29 1.89  0.375
Al -2.73 2.20 -2.23  0.581
O 7.25 -0.99 -0.23  -0.636
O 6.60 1.48 3.56  -0.642
O -5.54 3.60 -1.04  -0.804
C 0.89 -1.27 -2.21  -1.093
C -6.32 2.77 -3.14  -1.063
C 3.43 -2.31 3.36  -1.167
C 4.17 -1.42 0.58  -1.126
C -1.75 -2.25 -1.04  -1.132
C 2.76 0.48 2.48  -0.687
C -6.52 3.77 -1.98  0.583
C -7.89 3.49 -1.35  -1.323
C -0.83 0.56 -0.51  -1.016
H -8.09 4.19 -0.54  0.319
H 2.48 1.20 1.71  0.342
H -2.17 -2.60 -0.09  0.327
H 0.99 -3.82 0.85  0.192
H 2.14 0.57 3.36  0.367
H -8.69 3.60 -2.09  0.363
H 4.21 -2.39 0.08  0.474
H -1.52 -3.13 -1.63  0.339
H 6.56 -0.84 -0.89  0.319
H 4.15 -0.62 -0.15  0.357
H 3.78 0.74 2.79  -0.107
H 2.86 -2.00 4.23  0.309
H 3.24 -3.36 3.16  0.348
H 7.20 -1.93 -0.04  0.318
H 4.49 -2.13 3.51  0.360
H -5.35 2.95 -3.64  0.014
H 5.12 -1.32 1.10  0.292
H -1.28 0.70 0.51  0.476
H -2.52 -1.64 -1.49  0.377
H 1.32 -2.25 -2.38  0.334
H 0.22 -1.09 -3.05  0.326
H -6.34 1.74 -2.77  0.290
H 1.64 -0.48 -2.25  0.348
H -7.94 2.48 -0.96  0.313
H -7.10 2.87 -3.91  0.399
H 6.33 0.79 2.94  0.322
H -1.67 0.67 -1.22  -0.049
H -0.19 -2.18 2.46  -0.018
H -0.09 1.31 -0.76  0.543
H 5.83 2.06 3.62  0.323
H -6.58 4.78 -2.45  0.136



DFT (ωB97M-V/def2-TZVPD) results for C9H32B2O3Rb3 as an isolated structure.

Each line ends with the Mulliken charge.
Cartesian coordinates (Å):
Rb -12.00 -6.23 0.07  0.912
Rb -7.19 -3.96 -0.40  0.909
Rb -9.41 -5.96 -3.20  0.732
O -9.21 -2.10 0.81  -0.274
O -10.64 -3.73 3.68  -0.539
O -8.97 0.05 -4.82  -0.560
C -8.84 -0.17 2.16  -1.510
C -10.29 -0.30 -4.40  0.582
C -10.44 0.37 -3.04  -1.081
C -9.52 -0.71 0.89  0.668
C -11.02 -0.44 0.88  -1.398
C -13.02 -4.23 3.55  -0.996
C -11.97 -3.25 4.02  1.184
C -10.53 -1.79 -4.28  -1.208
C -11.94 -3.06 5.52  -1.450
B -8.10 -7.18 -0.79  0.767
B -10.33 -4.12 -1.07  1.538
H -10.05 -0.24 -2.22  -0.009
H -8.97 -6.67 -0.27  -0.505
H -9.53 -3.46 -1.53  -0.508
H -7.78 0.04 2.01  0.368
H -8.99 -0.81 3.02  0.309
H -9.75 -2.39 -3.82  0.257
H -9.92 -2.53 0.32  -0.299
H -12.90 -2.78 5.96  0.371
H -11.22 -4.13 -1.77  -0.188
H -12.05 -2.28 3.53  -0.168
H -11.47 0.53 -2.73  0.384
H -11.53 -0.60 1.82  0.278
H -8.66 -0.56 -5.50  0.297
H -12.83 -4.57 2.54  -0.066
H -11.42 -2.10 5.67  0.370
H -11.37 -3.75 6.13  0.360
H -11.22 0.58 0.55  0.436
H -7.66 -6.42 -1.50  -0.582
H -9.05 -0.17 0.05  0.167
H -9.98 -5.15 -0.95  -0.846
H -9.23 0.83 2.38  0.394
H -11.01 0.14 -5.09  0.178
H -7.29 -7.50 -0.02  -0.215
H -10.68 -3.78 -0.04  -0.169
H -10.83 -2.26 -5.23  0.442
H -10.54 -3.61 2.72  0.191
H -11.41 -1.85 -3.64  0.269
H -11.47 -1.11 0.14  0.354
H -12.98 -5.11 4.21  0.346
H -8.53 -8.04 -1.41  -0.284
H -9.94 1.34 -3.04  0.404
H -14.00 -3.80 3.73  0.389

The value obtained for the energy above the lowest of the compared OMol25 structures with the same formula, charge and spin is 0.807 eV. Its total charge is +1.



DFT (ωB97M-V/def2-TZVPD) results for a 11-piece molecular cluster, C9H34ClN2O11 overall.

Each line ends with the Mulliken charge.
Cartesian coordinates (Å):
Cl -0.82 -1.25 -1.59  0.078
O -4.72 -2.45 -2.15  -0.605
O -4.74 -0.84 2.75  -0.623
O 4.38 -1.18 2.09  -0.556
O 1.42 1.91 -6.35  -0.601
O -1.90 0.82 5.55  -0.595
O -1.65 4.78 -2.76  -0.629
O -3.37 -4.21 -3.51  -0.680
O 3.90 -3.97 1.55  -0.652
O -1.13 2.15 -1.41  -0.509
O 0.43 3.01 -4.13  -0.658
O -2.86 -1.06 -4.55  -0.578
N -0.72 -0.75 0.03  0.216
N 0.12 0.22 0.32  -0.493
C -0.58 -0.01 2.64  -0.140
C 3.47 -1.40 3.18  -0.663
C 2.37 1.71 0.97  -0.929
C 4.35 0.18 1.68  -0.878
C -1.45 -1.34 0.94  -0.018
C 0.18 0.54 1.58  0.729
C 3.12 0.39 0.76  -0.251
C 1.18 1.63 1.94  -0.891
C -1.45 -1.02 2.28  -1.262
H -5.49 -2.32 -1.58  0.279
H -2.21 -1.20 -3.86  0.246
H 0.43 2.10 -4.44  0.332
H 0.68 3.51 -4.91  0.298
H 2.87 -0.50 3.38  0.199
H -3.31 -3.71 -4.33  0.367
H 1.46 1.54 2.99  0.388
H 4.39 0.87 2.53  0.423
H 3.06 2.44 1.41  0.480
H -2.65 0.55 6.08  0.299
H -0.55 2.53 -2.09  0.370
H 4.14 -3.05 1.75  0.513
H -2.94 -3.66 -2.86  0.300
H -1.76 1.74 5.79  0.307
H 3.50 0.41 -0.26  0.346
H 5.25 0.30 1.08  0.330
H 1.99 2.28 -7.03  0.297
H -5.17 0.02 2.67  0.323
H -3.66 -0.78 -4.08  0.337
H -0.98 1.20 -1.46  0.218
H -1.24 3.99 -3.13  0.354
H -4.82 -3.36 -2.48  0.384
H -2.09 -1.50 3.01  0.788
H -3.87 -0.69 2.38  0.346
H 0.61 2.56 1.86  0.450
H 4.06 -1.67 4.06  0.297
H 2.78 -2.22 2.99  0.316
H 1.55 0.96 -6.44  0.284
H 4.70 -4.47 1.72  0.319
H -2.09 -2.15 0.60  0.528
H 2.05 2.16 0.03  0.394
H 2.47 -0.48 0.83  0.326
H -0.51 0.31 3.67  0.427
H -2.13 4.46 -1.99  0.324

Its total charge is +1.



In order of appearance, energy = -40729.10965, -60103.89287, -63359.94831, -50746.30830, -20031.12147, -128766.56813, -19306.18171, -47900.13584 eV.
In order of appearance, Kohn-Sham gap = 8.70, 7.23, 8.71, 7.49, 7.83, 2.18, 9.00, 7.35 eV.
In order of appearance, HOMO = -6.0, -5.0, -8.6, -10.3, -12.3, -6.5, -12.2, -12.6 eV.